Record 1
This record from OMol25 describes 2 unconnected molecules or ions with the total composition CH6S3. The level of theory is ωB97M-V with the def2-TZVPD basis set.

The geometry in ORCA input format:
```
! wB97M-V def2-TZVPD RIJCOSX def2/J DEFGRID3
* xyz 0 1
H 0.9157 1.7122 1.0533
H 1.8424 -1.1812 1.8321
H -1.4883 -0.2738 -1.9543
C -1.4148 0.2740 -1.0081
S -0.5210 1.7724 -1.2516
S 2.5590 -1.8838 0.9334
H -0.8443 -0.4550 -0.4281
H -2.4346 0.4391 -0.6764
H 1.5745 -2.8130 0.8326
S -0.1886 2.4092 0.6671
*
```

Its LUMO energy is 0.492 eV. The gap between HOMO and LUMO is 9.61 eV. The relative energy (zero: lowest compared OMol25 entry of this formula, charge and spin) comes out at 14.69 kJ/mol. Its molar mass is 114.26 g mol⁻¹. Its SMILES is CSS.S.

Here are the Mulliken charges for atoms 1 to 6, given in e:
1. H 0.1386
2. H 0.1350
3. H 0.2785
4. C -0.7214
5. S -0.0351
6. S -0.2900



Record 2
This record from OMol25 describes 2 unconnected molecules or ions with the total composition CH6S3. The level of theory is ωB97M-V with the def2-TZVPD basis set.

The geometry in ORCA input format:
```
! wB97M-V def2-TZVPD RIJCOSX def2/J DEFGRID3
* xyz 0 1
H 1.5743 -2.0067 1.0259
C 1.6049 -1.0769 0.4663
S -2.6963 2.1458 -0.9672
H -2.1681 -0.4102 -0.8495
S -2.5220 0.3879 0.1236
H 1.8464 -1.3819 -0.5572
S 2.9652 -0.0807 1.1542
H -3.9576 1.9065 -1.2867
H 0.6756 -0.5202 0.4204
H 2.6776 1.0365 0.4702
*
```

Its LUMO energy is 0.202 eV. The gap between HOMO and LUMO is 9.19 eV. The relative energy (zero: lowest compared OMol25 entry of this formula, charge and spin) comes out at 26.86 kJ/mol. Its molar mass is 114.26 g mol⁻¹. Its SMILES is CS.SS.

Here are the Mulliken charges for atoms 1 to 6, given in e:
1. H 0.2618
2. C -0.5398
3. S -0.1533
4. H 0.1732
5. S -0.2052
6. H 0.2799